1.
14
Properties=species:S:1:pos:R:3:forces:R:3:nbo_charge:R:1 method="wB97M-V/def2-TZVPD" gap_ev="6.322 / 6.323" lumo_ha="-0.0214 / -0.0214" e_above_lowest_ev=2.991
O 2.107584 -1.471138 -1.146764 0.0 0.1 0.0 -0.671
C 1.365849 -0.617661 -0.656557 -0.2 0.1 0.1 0.449
C -0.158182 -0.598116 -1.078322 0.0 -0.1 0.0 -0.320
N -0.733189 0.079774 0.078488 -0.2 -0.1 0.3 -0.175
C -1.692090 -0.348892 0.794112 0.2 0.1 -0.2 0.032
C 1.505689 0.401720 0.274061 0.2 -0.1 0.0 -0.546
C 0.227697 1.142492 0.495409 -0.1 0.0 0.1 -0.213
H -0.583312 -1.595226 -1.206263 0.1 0.1 0.0 0.215
H -0.324295 0.014535 -1.970636 0.0 -0.1 0.1 0.219
H -2.230084 -1.239674 0.485059 0.0 0.1 0.0 0.207
H -1.922524 0.153431 1.728573 0.0 0.0 -0.2 0.206
H 2.409602 0.630710 0.820042 -0.1 0.0 -0.1 0.224
H 0.004908 1.430312 1.531496 0.1 -0.1 -0.1 0.193
H 0.022346 2.017733 -0.148696 0.1 -0.1 0.1 0.179

2.
166
Properties=species:S:1:pos:R:3:forces:R:3:mulliken_charge:R:1 method="wB97M-V/def2-TZVPD" gap_ev=8.793 lumo_ha=0.0098 e_above_lowest_ev=6.004
C 4.026376 -4.054934 4.550084 1.4 1.3 0.2 -1.526
C 2.621046 -3.641934 4.939134 -0.2 1.2 -1.5 0.545
C 1.965576 -2.396624 4.174844 0.6 0.3 0.2 -0.492
O 0.736776 -1.947784 4.829394 1.6 0.4 -1.5 -0.442
C 0.292626 -0.687754 4.273034 -0.3 -0.4 1.2 0.010
N 1.773636 -4.723684 4.587214 -1.6 -0.8 -0.4 -0.691
H 4.439956 -4.757674 5.273414 -0.2 -0.1 0.0 0.393
H 4.715046 -3.210044 4.551244 0.1 0.3 0.4 0.379
H 4.226776 -4.447524 3.553184 -1.0 -0.3 -0.1 0.330
H 2.473246 -3.527544 6.012994 0.8 0.9 0.2 0.304
H 1.797036 -2.570104 3.112014 -0.8 -1.4 -0.1 0.008
H 2.626436 -1.562234 3.939974 0.6 0.5 1.5 0.471
H 0.881316 0.194816 4.523274 0.7 -0.2 0.6 0.554
H -0.660034 -0.567084 4.788764 -0.3 0.2 -0.6 0.385
H 0.235386 -0.609324 3.187364 -0.3 -0.8 -0.2 -0.509
H 0.923156 -4.370424 5.001934 -1.0 -1.0 -0.2 0.240
H 2.045046 -5.565464 5.074894 -0.1 -0.2 0.2 0.237
C -0.844574 -1.678374 -5.173636 0.3 2.4 -0.4 -0.512
C 0.217306 -0.716054 -5.777196 0.2 -0.6 -1.6 0.063
C 0.457076 0.568316 -5.075876 -0.4 2.8 2.2 -0.287
O -0.744814 1.353556 -4.866396 -0.3 -1.0 -0.1 -0.339
C -0.696234 2.704286 -4.465716 -0.1 0.2 0.3 -0.614
N 1.456116 -1.418394 -5.928696 1.1 -0.9 0.4 -0.640
H -1.681924 -0.989314 -5.063376 -0.6 -0.5 0.2 0.245
H -0.524464 -1.928084 -4.162066 -0.1 -0.4 -0.3 -0.281
H -1.107414 -2.545644 -5.779316 0.3 0.1 0.1 0.440
H 0.124896 -0.357734 -6.802456 -1.7 -0.5 -0.3 0.383
H 1.165706 1.245256 -5.553066 0.2 -0.3 -1.0 0.750
H 0.982566 0.445416 -4.128856 -0.2 -0.5 0.7 -0.106
H -0.098544 3.334216 -5.124556 0.1 -0.1 -0.2 0.344
H -0.413504 2.913496 -3.434026 0.8 -0.6 0.2 0.086
H -1.714804 3.091026 -4.433476 -0.2 -0.2 -0.7 0.271
H 2.146976 -0.838814 -6.383566 0.1 0.1 -0.1 0.310
H 1.821896 -1.639934 -5.013696 0.2 -0.1 0.2 0.213
C -2.051894 -5.929014 -3.477226 0.7 0.3 1.4 -1.582
C -1.229244 -4.918394 -2.514696 -3.1 -2.1 -1.1 0.336
C 0.181806 -4.779384 -2.920896 1.9 -0.6 0.1 0.647
O 1.003816 -5.985284 -2.869306 0.1 0.3 -0.6 -0.514
C 1.132896 -6.633474 -1.590386 -1.5 1.7 -0.7 -0.333
N -1.911354 -3.668294 -2.624596 0.4 1.5 -1.3 0.161
H -2.071074 -5.502184 -4.479996 0.1 0.0 0.1 0.294
H -3.077494 -6.078534 -3.139736 -0.2 0.6 0.2 0.432
H -1.700474 -6.960294 -3.509666 0.6 0.2 -0.1 0.344
H -1.347194 -5.136734 -1.453326 0.5 -1.3 0.2 0.169
H 0.573606 -3.969604 -2.305396 0.7 0.0 0.5 -0.371
H 0.335796 -4.399044 -3.930716 -0.5 -0.3 -0.2 0.155
H 1.786706 -7.505554 -1.579976 0.0 0.3 -0.5 0.308
H 0.100396 -6.898424 -1.362666 0.2 -0.5 0.8 0.286
H 1.479266 -5.834884 -0.934346 0.2 -0.4 0.7 -0.080
H -1.357564 -2.957344 -2.168576 -0.6 0.4 0.3 -0.442
H -2.887474 -3.651504 -2.365736 0.3 -0.1 0.3 0.254
C -1.425384 0.031086 -1.721416 0.2 0.8 1.9 -0.765
C 0.058306 -0.116044 -1.240846 -4.2 1.5 -2.7 1.345
C 0.376586 0.306866 0.159264 0.7 0.1 -0.5 -0.119
O 0.098316 1.722596 0.317684 0.2 -0.8 0.1 -0.271
C 0.661236 2.318776 1.487924 0.0 -0.7 1.1 0.236
N 0.380326 -1.455374 -1.545146 1.4 -1.5 1.3 2.292
H -2.096724 -0.442644 -1.005186 0.1 -0.4 0.1 0.028
H -1.671494 -0.415464 -2.684806 0.4 0.5 -0.2 -0.390
H -1.685624 1.080916 -1.586386 -0.2 0.1 -0.8 0.561
H 0.642516 0.445956 -1.969506 0.2 1.1 0.5 -0.355
H 1.415066 -0.009484 0.061414 1.1 1.1 1.2 0.115
H 0.011666 -0.319914 0.972954 -0.8 0.2 -0.1 -1.055
H 0.470106 1.653666 2.330064 0.3 -0.2 0.2 0.222
H 0.198436 3.250266 1.813894 -0.5 0.1 -0.9 0.097
H 1.727036 2.526696 1.393314 0.1 -0.3 -0.1 -0.457
H 1.363196 -1.432624 -1.313756 0.8 -1.3 -0.6 -0.095
H 0.291266 -1.551554 -2.546606 0.3 -0.2 -0.1 -1.444
C -5.279254 1.456086 -1.941236 -0.3 0.6 0.1 -0.966
C -6.084954 0.409116 -1.139036 0.1 -1.3 -0.5 0.283
C -7.444874 0.012816 -1.847086 1.5 1.8 -0.1 -0.783
O -8.304704 1.143926 -1.798986 0.4 -1.6 -1.5 -0.355
C -8.794684 1.405806 -0.556046 -1.2 0.4 1.2 -0.662
N -5.272884 -0.789704 -0.942826 0.9 -0.1 -0.6 -0.343
H -4.881974 1.183696 -2.919026 -0.1 -0.7 0.0 0.235
H -4.439724 1.850816 -1.368986 0.0 -0.3 0.2 0.027
H -5.898694 2.323606 -2.168826 -0.3 0.0 0.2 0.445
H -6.144484 0.829736 -0.135236 -1.0 0.2 -0.1 0.487
H -7.848944 -0.961364 -1.571796 -0.4 0.2 1.0 0.405
H -7.223014 -0.149954 -2.901776 0.2 0.3 -0.2 0.322
H -9.397584 0.619626 -0.101586 -0.4 -0.6 -0.4 0.311
H -9.468624 2.243016 -0.737636 0.2 0.3 0.7 0.249
H -8.031194 1.545596 0.209234 0.2 0.8 -0.1 0.243
H -5.661434 -1.578954 -0.446616 -0.7 0.3 0.2 0.225
H -5.023654 -1.133694 -1.859156 0.4 -0.3 0.0 0.047
C -2.878884 -3.849334 2.925684 -1.9 -0.5 -0.3 -1.446
C -3.346684 -2.461044 2.355084 -0.5 -1.5 0.2 0.621
C -4.340244 -1.742644 3.311384 0.3 0.2 1.1 -1.010
O -3.790344 -1.466514 4.600574 0.3 0.2 0.4 -0.209
C -4.782214 -1.006664 5.524104 0.4 -0.6 -0.4 -0.876
N -2.163764 -1.791554 1.957874 0.9 2.7 1.2 0.600
H -2.400404 -3.870544 3.904824 0.1 0.7 -0.1 0.277
H -2.247304 -4.409874 2.236484 0.1 0.4 -0.2 0.296
H -3.761184 -4.479134 3.039744 -0.2 -0.2 0.2 0.499
H -3.938034 -2.549224 1.443694 -0.3 -0.7 -0.1 0.145
H -5.200464 -2.395124 3.461004 -0.1 -0.6 -0.1 0.436
H -4.799804 -0.788624 3.052994 0.4 0.2 -1.3 0.371
H -5.271954 -0.073294 5.246484 0.1 0.2 -0.5 0.320
H -4.321054 -0.830614 6.495924 0.1 -0.3 -0.1 0.245
H -5.541244 -1.785874 5.593274 -0.3 0.0 0.3 0.328
H -1.488164 -2.335564 1.440454 -0.7 -0.6 -0.4 -0.156
H -1.699774 -1.726114 2.852604 0.6 0.8 0.2 -0.030
C 5.424946 6.864846 1.259764 -1.0 0.1 -0.9 -1.514
C 4.721846 6.233156 0.021694 -2.0 -1.2 0.5 1.429
C 3.189576 6.589746 -0.059976 0.6 -1.6 1.0 -1.019
O 2.440926 5.740676 0.856624 0.3 1.1 0.7 -0.106
C 1.266016 6.334616 1.406004 0.1 0.6 -0.9 -0.861
N 5.341916 6.646736 -1.216046 1.0 0.8 0.2 -0.668
H 6.502376 6.702336 1.230844 0.0 0.2 -0.2 0.422
H 5.078106 6.594046 2.256994 -0.3 -0.5 -0.3 0.330
H 5.128796 7.907136 1.141284 0.7 0.5 0.3 0.449
H 4.737186 5.144016 0.062034 0.2 -0.1 0.2 -0.677
H 2.701866 6.275066 -0.982586 0.8 0.8 -0.8 0.440
H 3.168406 7.659536 0.147884 -0.8 0.2 0.1 0.377
H 0.543036 6.623646 0.643204 -0.5 -1.1 -0.6 0.374
H 1.380476 7.365426 1.741304 0.9 -0.1 1.1 0.384
H 0.874256 5.637706 2.146914 -0.1 0.4 0.0 0.140
H 6.044096 7.297926 -0.895106 0.6 0.1 -0.6 0.309
H 4.752196 7.224286 -1.798086 -0.4 -0.1 -0.1 0.263
C 6.253616 1.124626 -1.848226 1.5 -0.7 0.1 -1.565
C 4.936426 1.223836 -1.147806 -0.3 -0.1 -0.1 1.063
C 4.994626 1.841036 0.245034 0.9 0.7 -0.4 0.101
O 5.961926 1.212296 1.115624 -0.2 -0.4 -2.5 -0.468
C 6.017366 1.725076 2.397834 -1.8 0.2 0.5 -0.405
N 4.143576 2.063196 -2.046826 -0.4 0.2 0.3 -0.577
H 6.780936 0.213016 -1.567176 0.2 0.0 0.1 0.362
H 6.902266 1.972296 -1.627286 0.0 0.1 0.2 0.337
H 6.178866 1.117906 -2.935636 -0.4 -0.1 0.0 0.424
H 4.516476 0.231716 -0.982186 -0.2 -0.4 -0.3 -0.007
H 3.973296 1.912416 0.619074 -0.1 -0.4 0.7 -0.216
H 5.269336 2.872946 0.026404 0.4 0.4 0.4 -0.036
H 5.060596 1.445506 2.838894 0.0 -0.1 0.8 0.054
H 5.963286 2.813646 2.383494 0.7 0.3 0.1 0.204
H 6.840886 1.306986 2.976714 0.1 0.2 -0.3 0.286
H 3.324316 2.503126 -1.652646 -0.1 0.0 0.3 0.179
H 3.836386 1.524336 -2.843926 0.1 -0.1 -0.1 0.264
O 0.881176 3.896326 4.862674 0.8 0.3 -0.1 -0.703
H 1.169246 3.011446 5.086804 0.0 -0.2 0.4 0.306
H 0.058566 3.768486 4.390234 -0.9 -0.2 0.0 0.409
O -2.331214 3.540256 1.545404 0.1 0.7 0.1 -0.765
H -2.127374 2.687236 1.161964 -0.1 -0.6 -0.3 0.283
H -3.285574 3.548566 1.618634 -0.4 -0.1 -0.2 0.319
O 3.005056 -2.556604 -3.562646 -0.1 0.3 0.0 -0.635
H 3.002666 -3.226324 -2.878756 0.0 -0.3 0.5 0.187
H 3.123946 -3.045534 -4.376916 0.1 -0.2 -0.3 0.300
O -4.126764 -1.565454 -3.527946 -0.2 -0.1 0.0 -0.772
H -3.781194 -2.186904 -4.168736 0.2 -0.3 -0.1 0.336
H -3.908674 -0.705064 -3.886266 0.1 0.3 -0.1 0.185
O 1.746316 3.380556 -1.015316 0.3 0.4 -0.6 -0.618
H 1.243636 2.723136 -0.534336 -0.5 -0.4 -0.2 0.607
H 1.623736 4.188436 -0.516786 0.2 0.4 0.3 0.282
O 3.194856 2.501576 4.045994 0.2 -0.6 -0.1 -0.536
H 3.843776 3.167956 4.272004 0.1 0.2 0.1 0.275
H 2.410736 2.999126 3.813964 -0.2 0.5 -0.1 0.276
O -1.709284 3.227776 4.100514 0.3 0.0 1.0 -0.712
H -1.989604 2.318296 4.202994 -0.1 -0.3 0.1 0.265
H -2.036264 3.483966 3.238154 -0.1 0.1 -0.9 0.451
O -3.518854 0.858166 0.780954 0.1 1.1 0.4 -0.039
H -4.365774 0.438786 0.629024 0.0 -0.4 -0.4 -0.032
H -2.899654 0.131286 0.847724 0.3 -0.7 0.3 -0.051
O -0.356884 -3.271774 0.486264 0.3 -0.8 0.7 -0.619
H -0.390504 -4.088044 -0.012536 -0.1 -0.3 -0.1 0.035
H 0.111226 -2.661464 -0.083506 0.1 0.6 -0.9 -0.148
O 2.874876 -3.656814 -0.553136 -0.1 0.2 -0.4 -0.485
H 3.699896 -3.497214 -0.094766 0.3 0.1 0.1 0.242
H 2.318856 -4.087224 0.096344 -0.3 -0.1 0.3 0.170

Table of E_tot (hartree), in record order: -324.6146 -3076.0462